The following is a DFT calculation (ωB97M-V/def2-TZVPD) of 7 unconnected molecules or ions with the total composition C8H26O6 in a non-equilibrium geometry.

Its structure (SMILES) is C=C(C)C(=C)CCC.O.O.O.O.O.O. The calculation puts the energy relative to the best compared isomer or geometry (same formula, charge and spin) at 342.1 kJ/mol. The calculation puts the HOMO energy at -0.31499 Eh. Its electronic energy is -771.672826 hartree. The calculation puts the gap between HOMO and LUMO at 8.51 eV. Its total charge is 0.

Cartesian coordinates (Å):
C: -2.58675 -2.31782 -0.83036
C: -1.89858 -1.10921 -0.32835
C: -2.77746 0.22993 -0.32840
C: -1.78049 1.26596 0.26433
C: -1.93682 1.78536 1.45197
C: -1.11521 2.23565 -1.93003
C: -0.74812 1.90537 -0.62657
C: 0.57209 1.69556 -0.00629
H: -2.88294 -2.30421 -1.84181
H: -3.52525 -2.44287 -0.33764
H: -1.81210 -3.12119 -0.55367
H: -1.71054 -1.01967 0.80905
H: -0.94513 -0.82407 -0.91470
H: -3.12454 0.55782 -1.43959
H: -3.76868 0.17525 0.29912
H: -1.24947 2.25883 1.89130
H: -2.53775 1.24415 2.25159
H: -2.11674 2.08144 -2.15470
H: -0.51678 2.71705 -2.58172
H: 0.63058 1.04546 0.86265
H: 0.73619 2.69837 0.39212
H: 1.37128 1.65641 -0.66072
H: 3.02779 -1.04204 -2.91605
H: 2.10963 -2.14306 -2.11497
O: 2.80700 -2.00424 -2.71103
H: 3.60722 -0.91657 -0.71332
H: 2.59094 -0.10365 -1.54343
O: 3.02075 -0.13692 -0.61315
H: -0.48131 -2.91268 -1.89651
H: 0.36765 -2.19326 -3.04011
O: 0.23022 -2.36961 -2.10337
H: -0.29559 0.30618 3.00556
H: 0.82405 1.26846 3.37149
O: -0.01495 0.89101 3.68361
H: 3.32489 1.03030 2.36370
H: 2.08257 0.06625 2.30552
O: 2.37472 0.95441 2.63156
H: 1.80031 -1.21813 0.75730
H: 0.35280 -1.40455 0.87993
O: 1.05337 -1.03524 1.30259